[1]
Below is the molecule C4H6N2, with properties calculated with ωB97M-V/def2-TZVPD.

Cartesian coordinates (Å):
C1 0.474 -0.259 -1.540
C2 0.168 0.100 -0.115
C3 -1.135 -0.087 0.479
N1 -1.325 0.092 1.735
N2 1.406 1.062 1.888
C4 1.151 0.534 0.827
H1 0.362 -1.328 -1.762
H2 -0.218 0.281 -2.198
H3 1.488 0.045 -1.818
H4 -1.937 -0.328 -0.232
H5 -2.321 0.053 1.956
H6 1.757 -0.395 0.523

Computed properties:
Relative energy (zero: lowest compared OMol25 entry of this formula, charge and spin) = 441.8 kJ/mol
Multiplicity = 1
LUMO (alpha / beta) = -1.03 / -0.38 eV
HOMO-LUMO gap (alpha / beta) = 7.937 / 7.986 eV

Atom charges from the Löwdin analysis, given in e for atoms 1 to 6:
1 C -0.070
2 C -0.257
3 C -0.229
4 N 0.107
5 N 0.205
6 C -0.352


[2]
Below is a cluster of 2 separate species, C3H6N5 in total, with properties calculated with ωB97M-V/def2-TZVPD.

Cartesian coordinates (Å):
C1 -0.544 0.588 -0.192
C2 -1.823 -1.171 0.291
C3 -2.645 -0.138 0.025
N1 2.251 -0.459 0.021
N2 3.258 0.003 -0.015
N3 -1.847 0.929 -0.323
N4 4.398 0.101 -0.208
N5 -0.550 -0.722 0.116
H1 0.287 1.168 -0.201
H2 -2.099 -2.169 0.729
H3 -3.626 0.147 -0.053
H4 -2.298 1.789 -0.675
H5 4.862 0.981 0.071
H6 0.376 -1.046 0.414

Computed properties:
Relative energy (zero: lowest compared OMol25 entry of this formula, charge and spin) = 230.5 kJ/mol
Net charge = +1
Multiplicity = 1
LUMO = -3.25 eV
HOMO-LUMO gap = 10.590 eV

Atom charges from the Löwdin analysis, given in e for atoms 1 to 6:
1 C -0.031
2 C -0.028
3 C -0.023
4 N 0.195
5 N -0.294
6 N 0.110


[3]
Below is a structure of composition C25H23IrN8O, with properties calculated with ωB97M-V/def2-TZVPD.

Cartesian coordinates (Å):
Ir1 0.446 -0.709 -0.025
C1 -2.791 1.832 0.678
C2 -1.862 0.801 0.156
N1 -0.583 0.840 0.377
N2 0.030 1.841 1.073
C3 1.307 1.602 1.177
O1 1.833 0.566 0.514
C4 2.167 2.394 2.036
C5 1.616 3.343 2.904
C6 2.424 3.963 3.836
C7 3.779 3.652 3.896
C8 4.337 2.738 3.012
C9 3.534 2.103 2.082
C10 -2.306 -0.351 -0.644
C11 -3.610 -0.611 -0.993
C12 -3.874 -1.678 -1.851
C13 -2.822 -2.415 -2.362
C14 -1.531 -2.113 -1.948
N3 -1.287 -1.119 -1.091
H1 -2.248 2.603 1.212
H2 -3.511 1.356 1.349
H3 -3.354 2.290 -0.139
H4 0.563 3.581 2.841
H5 2.003 4.686 4.521
H6 4.405 4.131 4.639
H7 5.395 2.518 3.053
H8 3.953 1.386 1.390
H9 -4.411 0.010 -0.617
H10 -4.893 -1.911 -2.129
H11 -2.984 -3.214 -3.071
H12 -0.674 -2.651 -2.330
C15 -0.578 -0.567 3.337
C16 -0.219 -1.836 2.655
N4 0.124 -2.033 1.373
C17 0.433 -3.379 1.203
C18 0.291 -3.985 2.398
N5 -0.118 -3.016 3.285
C19 -0.393 -3.224 4.721
N6 0.448 -2.402 5.519
N7 -0.133 -1.472 6.348
N8 0.778 -0.829 6.952
C20 2.013 -1.314 6.539
C21 3.303 -0.926 6.912
C22 4.351 -1.560 6.289
C23 4.134 -2.563 5.319
C24 2.868 -2.968 4.957
C25 1.810 -2.322 5.606
H13 -0.966 0.156 2.630
H14 0.304 -0.135 3.818
H15 -1.325 -0.735 4.110
H16 0.723 -3.799 0.254
H17 0.440 -5.011 2.691
H18 -0.260 -4.285 4.929
H19 -1.418 -2.942 4.949
H20 3.458 -0.172 7.672
H21 5.367 -1.296 6.550
H22 4.991 -3.027 4.848
H23 2.716 -3.742 4.215

Computed properties:
Net charge = +2
Multiplicity = 1
LUMO (alpha / beta) = -8.31 / -8.31 eV
HOMO-LUMO gap (alpha / beta) = 5.396 / 5.396 eV

Atom charges from the Löwdin analysis, given in e for atoms 1 to 6:
1 Ir 1.504
2 C 0.026
3 C -0.205
4 N -0.147
5 N 0.115
6 C -0.379


[4]
Below is the molecule C2H10BClO2Si2, with properties calculated with ωB97M-V/def2-TZVPD.

Cartesian coordinates (Å):
C1 0.349 -1.495 1.838
C2 -0.674 -1.781 0.730
B1 -0.244 -1.342 -0.715
O1 -0.479 -2.118 -1.811
Si1 0.698 0.437 -1.033
O2 -0.148 1.666 -0.278
Si2 -0.313 3.250 -0.627
Cl1 0.493 4.365 0.891
H1 -0.026 -1.813 2.811
H2 0.562 -0.427 1.913
H3 1.289 -2.021 1.665
H4 -1.575 -1.187 0.941
H5 -0.995 -2.829 0.765
H6 -0.539 -3.061 -1.632
H7 2.048 0.381 -0.413
H8 0.876 0.790 -2.462
H9 0.415 3.584 -1.863
H10 -1.736 3.601 -0.720

Computed properties:
Relative energy (zero: lowest compared OMol25 entry of this formula, charge and spin) = 0.0 kJ/mol
Multiplicity = 1
SMILES = CCB(O)[SiH2]O[SiH2]Cl
LUMO = 0.45 eV
HOMO-LUMO gap = 10.143 eV

Atom charges from the Löwdin analysis, given in e for atoms 1 to 6:
1 C -0.130
2 C -0.210
3 B -0.525
4 O 0.087
5 Si 0.614
6 O -0.513


[5]
Below is a cluster of 2 separate species, C4H10FN2O in total, with properties calculated with ωB97M-V/def2-TZVPD.

Cartesian coordinates (Å):
C1 -1.334 -0.458 -0.061
C2 1.292 1.377 0.286
C3 2.174 -0.703 -0.849
C4 1.637 0.015 0.324
N1 -1.568 -1.482 0.763
N2 -2.093 0.555 -0.392
O1 -3.484 0.709 0.132
F1 1.467 -0.764 1.419
H1 2.123 2.103 0.515
H2 0.720 1.622 1.188
H3 0.916 1.691 -0.766
H4 2.212 0.061 -1.700
H5 3.144 -0.999 -0.562
H6 1.769 -1.584 -1.263
H7 -0.885 -2.339 0.976
H8 -2.457 -1.421 1.338
H9 -1.615 1.389 -0.815
H10 -4.019 0.228 -0.533

Computed properties:
Relative energy (zero: lowest compared OMol25 entry of this formula, charge and spin) = 313.3 kJ/mol
Net charge = +1
Multiplicity = 1
LUMO (alpha / beta) = -5.97 / -5.97 eV
HOMO-LUMO gap (alpha / beta) = 6.198 / 6.198 eV

Atom charges from the Löwdin analysis, given in e for atoms 1 to 6:
1 C -0.234
2 C -0.020
3 C 0.029
4 C -0.208
5 N 0.054
6 N -0.053


[6]
Below is a cluster of 2 separate species, C4H10O3 in total, with properties calculated with ωB97M-V/def2-TZVPD.

Cartesian coordinates (Å):
O1 -3.082 -0.729 1.723
C1 -3.011 -0.387 0.537
C2 -1.856 -0.882 -0.468
C3 -0.708 0.110 -0.498
C4 0.698 -0.494 -0.873
O2 1.690 0.531 -1.052
H1 -3.494 0.684 0.054
H2 -1.474 -1.885 -0.022
H3 -2.346 -1.159 -1.479
H4 -0.847 0.936 -1.220
H5 -0.466 0.608 0.484
H6 0.381 -1.174 -1.791
H7 0.884 -1.117 0.058
H8 2.368 0.588 -0.339
H9 4.347 1.249 1.249
H10 3.224 1.968 1.782
O3 3.691 1.151 1.858

Computed properties:
Relative energy (zero: lowest compared OMol25 entry of this formula, charge and spin) = 269.5 kJ/mol
Net charge = +1
Multiplicity = 2
LUMO (alpha / beta) = -6.16 / -9.80 eV
HOMO-LUMO gap (alpha / beta) = 8.483 / 4.551 eV

Atom charges from the Löwdin analysis, given in e for atoms 1 to 6:
1 O 0.279
2 C -0.013
3 C -0.110
4 C -0.209
5 C -0.227
6 O -0.034


[7]
Below is the molecule C3H6O, with properties calculated with ωB97M-V/def2-TZVPD.

Cartesian coordinates (Å):
C1 -1.223 0.219 0.095
C2 0.047 -0.536 -0.219
C3 1.321 0.164 -0.123
O1 1.022 -0.828 0.838
H1 -2.091 -0.423 0.257
H2 -1.517 0.948 -0.676
H3 -1.033 0.800 0.999
H4 0.061 -1.519 -0.689
H5 2.129 0.039 -0.845
H6 1.284 1.136 0.362

Computed properties:
Relative energy (zero: lowest compared OMol25 entry of this formula, charge and spin) = 155.5 kJ/mol
Multiplicity = 1
SMILES = C[C@H]1CO1
LUMO = 1.19 eV
HOMO-LUMO gap = 11.309 eV

Atom charges from the Löwdin analysis, given in e for atoms 1 to 6:
1 C -0.049
2 C -0.314
3 C -0.164
4 O -0.074
5 H 0.072
6 H 0.083


[8]
Below is a cluster of 2 separate species, C5H12N2O3S in total, with properties calculated with ωB97M-V/def2-TZVPD.

Cartesian coordinates (Å):
C1 -2.267 1.198 -0.566
C2 -1.774 1.961 -1.489
C3 2.022 -1.522 0.925
C4 2.479 0.509 -0.462
C5 -3.351 -1.558 0.032
N1 -3.193 0.873 0.163
N2 1.668 -0.656 -0.196
O1 0.436 -0.393 -2.385
O2 -0.426 -1.915 -0.648
O3 -3.461 -0.363 0.835
S1 0.073 -0.558 -0.748
H1 1.290 -0.729 -2.488
H2 -2.211 1.798 -2.469
H3 -0.889 2.516 -1.210
H4 1.201 -1.525 1.783
H5 2.043 -2.564 0.598
H6 3.000 -1.248 1.411
H7 2.736 1.117 0.465
H8 3.359 0.142 -0.864
H9 2.175 1.213 -1.184
H10 -4.240 -1.568 -0.697
H11 -3.447 -2.441 0.658
H12 -2.376 -1.555 -0.338

Computed properties:
Relative energy (zero: lowest compared OMol25 entry of this formula, charge and spin) = 472.3 kJ/mol
Multiplicity = 3
LUMO (alpha / beta) = 0.58 / -2.08 eV
HOMO-LUMO gap (alpha / beta) = 5.904 / 6.916 eV

Atom charges from the Löwdin analysis, given in e for atoms 1 to 6:
1 C -0.265
2 C 0.001
3 C -0.114
4 C -0.138
5 C -0.076
6 N 0.091